18
Properties=species:S:1:pos:R:3 method="wB97M-V/def2-TZVPD" total_energy_ha=-451.4629 largest_force_ev_per_a=4.875 mol_weight_g_mol=129.1 homo_ha="-0.5205 / -0.5205" total_charge=+1 e_lumo_ev="-3.87 / -3.87"
C 0.28028 0.83880 -0.08726
C 1.77132 -0.79316 -1.15699
C 0.35963 -1.43835 0.86816
C 1.13023 -0.26804 0.14220
N -2.11792 0.08583 0.50168
N -3.87402 -1.34984 0.56280
N -0.06827 1.92736 -0.10438
N -0.81241 2.95798 -0.21819
O -2.99028 -0.65471 0.51669
H 2.65764 -1.26031 -0.86305
H 2.04784 -0.06654 -1.94926
H 1.13175 -1.58469 -1.54839
H -0.38460 -1.76946 0.15263
H -0.10158 -1.03158 1.63446
H 0.96730 -2.29770 1.10294
H 2.05376 -0.04003 0.79714
H -1.69044 3.06036 0.37139
H -0.36022 3.68408 -0.72258

=====

21
Properties=species:S:1:pos:R:3 method="wB97M-V/def2-TZVPD" total_energy_ha=-657.1600 largest_force_ev_per_a=1.702 mol_weight_g_mol=175.1 homo_ha=-0.3314 e_lumo_ev=0.58
C 0.75974 -0.99449 1.18487
C -0.96779 1.27381 2.38102
C 0.94804 -1.22513 -3.41468
C 0.44749 -0.11733 -2.67109
H 0.14680 -1.38219 2.01849
H 1.76877 -1.42256 1.24311
H 0.29299 -1.27224 0.27760
H -0.07998 1.90580 0.66763
H -2.35476 2.62613 3.01995
H -2.08902 2.65857 1.34364
H -1.30091 0.85722 4.18909
H 1.82178 -2.06644 -4.85443
H 0.49043 0.93322 -2.88637
N -0.28731 1.04805 1.16710
N -2.05971 2.11423 2.19838
N -0.63735 0.65482 3.44339
N -0.12013 -0.58303 -1.60505
N 0.67193 -2.32366 -2.78381
O 0.94119 0.40523 1.32057
O 1.60014 -1.15815 -4.58187
O 0.00767 -1.93187 -1.65753

=====

21
Properties=species:S:1:pos:R:3 method="wB97M-V/def2-TZVPD" total_energy_ha=-939.1429 largest_force_ev_per_a=4.854 mol_weight_g_mol=187.2 homo_ha=-0.2969 e_lumo_ev=0.39 smiles="CS[C@@H]1N=N[C@H]2NN=C(N)NN21"
C 0.64590 -0.72198 1.88365
C 1.13811 0.71112 -0.48452
C -1.12539 -0.02781 -0.26671
C -1.09644 0.36844 -3.03614
N 1.28079 0.38173 1.89453
N 0.19474 1.74953 -0.52532
N -0.98137 1.38670 -0.23762
N 0.52145 -1.45689 0.66069
N 1.83712 0.85681 0.77830
N 0.25362 -0.56053 -0.32841
N 0.18766 -1.30123 3.09016
S -2.22768 -0.28895 -1.69110
H 1.78009 0.66437 -1.31660
H -1.67714 -0.21021 0.60927
H -0.82362 1.42962 -3.01508
H -1.38228 -0.00544 -3.99501
H -0.26767 -0.27341 -2.55504
H -0.08837 -2.25717 0.76269
H 2.12634 1.81975 0.82878
H 0.44251 -0.70264 3.94281
H -0.73837 -1.56179 3.00064

=====

15
Properties=species:S:1:pos:R:3 method="wB97M-V/def2-TZVPD" total_energy_ha=-287.6062 largest_force_ev_per_a=0.586 mol_weight_g_mol=87.1 homo_ha=-0.3037 e_lumo_ev=0.79
C -2.04811 0.28749 -0.33058
N -0.37637 0.97472 0.28677
C -0.47060 -0.59605 -0.29953
C 0.42702 -0.05472 0.77741
C 1.91859 -0.02864 0.43114
O 2.16850 0.25004 -0.92201
H -2.41631 -0.30012 -1.18239
H -2.55538 -0.03457 0.57944
H -2.26153 1.33229 -0.54289
H -1.01920 -1.46272 0.06349
H -0.03184 -0.69268 -1.28919
H 0.26790 -0.40093 1.81698
H 2.35855 -1.00804 0.65201
H 2.41075 0.70660 1.08945
H 1.62803 1.02734 -1.13011

=====

15
Properties=species:S:1:pos:R:3 method="wB97M-V/def2-TZVPD" total_energy_ha=-287.7315 largest_force_ev_per_a=3.106 mol_weight_g_mol=87.1 homo_ha=-0.3493 e_lumo_ev=0.68 smiles="C=NC.CC=O"
C -0.47357 0.29617 -1.55702
C -1.83839 0.85381 0.25471
C 1.61505 -0.34170 1.08674
N -1.35669 -0.13787 -0.69868
C 1.13994 -1.23288 -0.03080
O 1.89144 -1.75356 -0.85317
H 0.11153 -1.66380 0.16299
H -0.09896 1.33126 -1.55544
H -0.24979 -0.31546 -2.44165
H -2.82965 0.56397 0.61449
H -1.16867 0.93159 1.11712
H -1.93035 1.84923 -0.19550
H 2.70034 -0.22944 1.04788
H 1.15209 0.64284 1.00789
H 1.33566 -0.79417 2.04043

=====

15
Properties=species:S:1:pos:R:3 method="wB97M-V/def2-TZVPD" total_energy_ha=-287.6940 largest_force_ev_per_a=3.703 mol_weight_g_mol=87.1 homo_ha=-0.3032 e_lumo_ev=0.36 smiles="C=N/C=C/C.O"
C -1.39535 -0.65707 1.65408
C -1.64189 -0.86136 0.18674
C -1.72854 0.16848 -0.71269
N -0.90546 0.17342 -1.83296
C -0.67632 1.27680 -2.48177
H -2.12029 -1.35527 2.16051
H -0.45900 -0.99919 2.09980
H -1.60844 0.39313 1.88329
H -1.15449 -1.74387 -0.28416
H -2.47908 0.96309 -0.52786
H -1.15344 2.19467 -2.12372
H -0.27154 1.20596 -3.47364
H 5.57882 0.00071 1.70103
H 4.78099 -1.03761 2.03009
O 4.73850 -0.06652 2.18872

=====

15
Properties=species:S:1:pos:R:3 method="wB97M-V/def2-TZVPD" total_energy_ha=-287.7150 largest_force_ev_per_a=2.323 mol_weight_g_mol=87.1 homo_ha=-0.3509 e_lumo_ev=1.06 smiles=COC[C@@H]1CN1
C 2.51153 0.05044 -0.05833
C 0.17842 -0.37702 0.13086
C -1.05494 -0.06563 -0.64152
C -1.98475 0.85397 0.11502
H 2.58785 -1.06712 -0.27369
H 3.32569 0.63781 -0.65656
H 2.80560 0.16279 0.99909
H 0.47851 -1.47432 -0.01394
H -0.04815 -0.28551 1.24239
H -1.01366 -0.05125 -1.77412
H -1.89130 1.24038 1.17625
H -2.56643 1.46288 -0.50710
H -2.17660 -1.02230 0.71378
N -2.32750 -0.55774 -0.15400
O 1.17571 0.49262 -0.29812

=====

15
Properties=species:S:1:pos:R:3 method="wB97M-V/def2-TZVPD" total_energy_ha=-287.7740 largest_force_ev_per_a=0.538 mol_weight_g_mol=87.1 homo_ha=-0.3472 e_lumo_ev=1.13 smiles="CCO/C=N/C"
C -2.50652 -0.45849 0.24470
C -1.29125 -0.06017 -0.56307
O -0.63669 1.03216 0.10055
C 0.69426 0.93807 0.17343
N 1.37481 0.09826 -0.47821
C 2.70426 -0.14691 0.02468
H -2.21356 -0.90428 1.20125
H -3.14829 0.40231 0.44617
H -3.07919 -1.20223 -0.31750
H -0.58712 -0.89085 -0.65693
H -1.54971 0.27433 -1.57138
H 1.09655 1.65891 0.89676
H 2.75842 -1.21983 0.23882
H 2.89791 0.39173 0.96464
H 3.48613 0.08699 -0.70391

=====

15
Properties=species:S:1:pos:R:3 method="wB97M-V/def2-TZVPD" total_energy_ha=-287.7017 largest_force_ev_per_a=4.432 mol_weight_g_mol=87.1 homo_ha=-0.2898 e_lumo_ev=0.67 smiles="C=CC(=C)N.O"
N -0.28677 -0.82328 -0.64614
C 0.53452 -0.02175 0.09110
C 0.71495 -0.02576 1.46253
C 1.86564 1.94945 -0.28403
C 1.55920 0.66041 -0.70196
H -1.30376 -1.13093 -0.35589
H 0.07490 -1.29763 -1.41807
H 0.96755 0.90717 1.96344
H 0.10755 -0.78726 1.98261
H 2.76517 2.42683 -0.60758
H 0.95247 2.41399 0.13551
H 2.24665 0.24257 -1.52083
H -3.53825 -0.67714 -0.53666
H -2.94094 -0.89258 0.94601
O -3.17123 -1.35202 0.06607

=====

15
Properties=species:S:1:pos:R:3 method="wB97M-V/def2-TZVPD" total_energy_ha=-287.6971 largest_force_ev_per_a=0.306 mol_weight_g_mol=87.1 homo_ha=-0.2278 e_lumo_ev=1.00
C -1.11499 -1.95656 0.95552
C -0.49430 -0.63265 0.64918
C 1.82228 1.44587 -0.33844
N -0.80693 0.01843 -0.47476
C -0.40676 1.18679 -0.96138
O 0.48522 1.93385 -0.25443
H -0.37495 -2.66032 1.35674
H -1.52479 -2.42337 0.04888
H -1.93412 -1.90475 1.68993
H 0.09596 -0.08709 1.37298
H 2.46185 2.19790 0.12786
H 2.12014 1.30481 -1.38414
H 1.93440 0.49385 0.19579
H -1.45115 -0.47020 -1.08997
H -0.81186 1.55345 -1.89378